(1)
Computed, not measured: a single C19H21N5O3 molecule at a distorted geometry, with wB97M-V/def2-TZVPD.

Results
LUMO, hartree: 0.001
Energy above the lowest of the compared OMol25 structures with the same formula, charge and spin, kJ/mol: 237.0
HOMO energy, eV: -8.1
Orbital gap, eV: 8.1
Structure (SMILES): CN(CCO)c1cc(-c2cnc3c(c2)CCCO3)c2nc[nH]c2c1C(N)=O
Maximum force, hartree/bohr: 0.0573

Structure (ORCA input):
```
! RIJCOSX wB97M-V def2-TZVPD def2/J DEFGRID3
* xyz 0 1
C -0.557 -3.515 -1.719
N -0.956 -3.003 -0.410
C -2.339 -3.263 -0.008
C -3.290 -2.237 -0.651
O -4.610 -2.413 -0.078
C -0.236 -2.065 0.353
C -0.054 -0.772 -0.162
C 0.298 0.299 0.689
C 0.476 1.650 0.191
C -0.004 2.720 0.905
N 0.008 3.978 0.448
C 0.617 4.207 -0.693
C 1.227 3.204 -1.463
C 1.136 1.902 -0.999
C 1.953 3.523 -2.743
C 2.472 4.963 -2.637
C 1.264 5.847 -2.278
O 0.633 5.512 -1.047
C 0.572 -0.001 2.037
N 1.073 0.770 3.092
C 1.192 0.006 4.157
N 0.783 -1.279 3.835
C 0.425 -1.283 2.510
C 0.032 -2.352 1.694
C 0.001 -3.714 2.287
N -0.024 -4.882 1.571
O 0.235 -3.948 3.467
H 0.562 -3.546 -1.751
H -0.891 -2.871 -2.558
H -0.917 -4.513 -1.898
H -2.659 -4.277 -0.311
H -2.427 -3.198 1.076
H -2.935 -1.195 -0.417
H -3.377 -2.359 -1.738
H -4.638 -2.142 0.849
H -0.292 -0.569 -1.189
H -0.416 2.528 1.850
H 1.665 1.123 -1.517
H 2.792 2.849 -2.958
H 1.259 3.457 -3.545
H 2.951 5.305 -3.598
H 3.207 5.070 -1.787
H 0.517 5.814 -3.085
H 1.581 6.873 -2.203
H 1.482 0.362 5.157
H 0.822 -2.091 4.457
H -0.471 -4.793 0.643
H -0.138 -5.686 2.173
*
```

Results of the Mulliken charge analysis, in e, for atoms 1 through 4: C -1.079; N 0.576; C -0.619; C -0.368

(2)
Computed, not measured: a molecular structure, C3N3O8 at a distorted geometry, with wB97M-V/def2-TZVPD.

Results
LUMO, hartree: 0.110
Energy above the lowest of the compared OMol25 structures with the same formula, charge and spin, kJ/mol: 153.1
HOMO energy, eV: -4.5
Orbital gap, eV: 7.5
Maximum force, hartree/bohr: 0.0778

Structure (ORCA input):
```
! RIJCOSX wB97M-V def2-TZVPD def2/J DEFGRID3
* xyz -1 1
C 0.556 -0.879 -0.218
C 1.394 0.826 0.355
C -3.610 -2.032 -0.161
N -0.416 -0.316 -0.900
N 0.929 1.717 -0.511
N 2.404 1.156 1.312
O -3.860 -1.344 0.729
O -3.412 -2.800 -1.000
O -1.496 -0.809 -1.262
O 0.924 -1.995 0.057
O 1.081 2.920 -0.584
O -0.071 1.150 -1.256
O 2.087 0.818 2.424
O 3.491 1.590 1.014
*
```

Results of the Mulliken charge analysis, in e, for atoms 1 through 4: C 0.468; C -0.270; C 0.794; N 0.652

(3)
Computed, not measured: a molecular structure, C29H71AlNO7, with wB97M-V/def2-TZVPD.

Results
LUMO, hartree: 0.070
HOMO energy, eV: -4.0
Orbital gap, eV: 5.9
Maximum force, hartree/bohr: 0.0164

Structure (ORCA input):
```
! RIJCOSX wB97M-V def2-TZVPD def2/J DEFGRID3
* xyz -1 1
C 0.409 1.647 2.118
C -0.784 2.156 1.302
C -1.227 1.189 0.182
C -0.687 1.587 -1.194
C -1.253 0.754 -2.360
C -0.202 0.223 -3.356
Al 1.317 1.441 -3.900
C 2.312 0.472 -5.409
C 3.770 0.700 -5.519
O 4.447 1.515 -4.941
N 0.629 3.054 -4.642
C 0.564 4.175 -4.074
C 1.251 4.545 -2.760
C -0.247 5.315 -4.694
H 0.598 2.293 2.982
H 1.313 1.660 1.499
H 0.242 0.626 2.471
H -0.482 3.106 0.841
H -1.623 2.395 1.967
H -0.831 0.195 0.428
H -2.319 1.114 0.156
H -0.928 2.648 -1.352
H 0.406 1.508 -1.177
H -1.967 1.371 -2.920
H -1.845 -0.075 -1.939
H 0.291 -0.668 -2.934
H -0.727 -0.099 -4.268
H 2.338 1.629 -2.647
H 1.846 0.654 -6.385
H 2.190 -0.606 -5.224
H 4.312 0.029 -6.235
H 2.246 4.097 -2.713
H 1.335 5.631 -2.644
H 0.688 4.161 -1.900
H -1.212 5.410 -4.181
H 0.268 6.280 -4.618
H -0.421 5.085 -5.747
C 0.738 -4.088 -6.961
C 1.980 -3.562 -6.257
C 3.065 -4.625 -6.162
O 1.654 -3.051 -4.973
H 0.314 -4.928 -6.401
H -0.018 -3.305 -7.023
H 0.969 -4.433 -7.971
H 2.363 -2.697 -6.803
H 2.706 -5.480 -5.580
H 3.946 -4.221 -5.663
H 3.356 -4.985 -7.150
H 1.300 -3.765 -4.431
C -2.128 5.071 4.936
C -1.171 3.891 4.990
C -0.941 3.408 6.414
O 0.063 4.209 4.358
H -1.714 5.917 5.494
H -2.280 5.387 3.905
H -3.095 4.817 5.371
H -1.575 3.071 4.392
H -0.493 4.205 7.016
H -0.262 2.555 6.421
H -1.880 3.114 6.887
H 0.476 4.937 4.837
C 0.791 0.296 -11.013
C 0.817 0.298 -9.491
C 0.510 1.673 -8.917
O 2.064 -0.188 -9.006
H 1.552 0.981 -11.400
H 1.004 -0.701 -11.400
H -0.180 0.619 -11.392
H 0.083 -0.420 -9.118
H 1.265 2.393 -9.248
H 0.523 1.655 -7.828
H -0.468 2.029 -9.247
H 2.756 0.426 -9.278
C 1.313 -2.292 1.070
C 0.018 -2.424 1.855
C 0.027 -3.612 2.804
O -1.096 -2.478 0.969
H 1.467 -3.180 0.449
H 1.279 -1.423 0.413
H 2.172 -2.190 1.737
H -0.144 -1.514 2.434
H 0.151 -4.545 2.243
H -0.906 -3.668 3.361
H 0.848 -3.534 3.519
H -1.002 -3.258 0.411
C 0.389 -5.457 6.750
C -0.463 -4.200 6.817
C -1.185 -4.058 8.146
O -1.387 -4.157 5.732
H -0.242 -6.344 6.860
H 0.900 -5.522 5.790
H 1.136 -5.472 7.546
H 0.173 -3.325 6.661
H -1.861 -4.902 8.310
H -1.783 -3.149 8.163
H -0.480 -4.021 8.979
H -1.983 -4.909 5.813
C -1.386 0.374 9.294
C -2.568 -0.321 8.638
C -3.669 0.658 8.269
O -3.076 -1.362 9.475
H -1.702 0.860 10.222
H -0.606 -0.348 9.539
H -0.962 1.135 8.638
H -2.229 -0.837 7.737
H -4.050 1.154 9.167
H -4.499 0.138 7.790
H -3.301 1.426 7.587
H -3.401 -0.960 10.288
*
```

Results of the Mulliken charge analysis, in e, for atoms 1 through 4: C -0.668; C -0.362; C -0.326; C 0.054